{"formula": "C4H11N3", "method": "ωB97M-V with the def2-TZVPD basis set", "species": ["C", "C", "C", "C", "N", "N", "N", "H", "H", "H", "H", "H", "H", "H", "H", "H", "H", "H"], "positions_angstrom": [[1.378, 1.121, -0.142], [0.795, -1.592, -0.379], [-1.042, 0.162, 1.158], [0.169, -0.196, -0.901], [2.455, 0.676, 0.356], [-1.977, 0.768, -0.983], [-1.168, -0.082, -0.319], [0.948, 2.156, -0.072], [0.288, -2.316, -0.939], [0.469, -1.801, 0.608], [1.872, -1.589, -0.561], [-1.955, 0.040, 1.670], [-0.338, -0.589, 1.458], [-0.579, 1.153, 1.482], [0.084, -0.299, -1.925], [3.191, 1.243, 0.882], [-2.976, 0.359, -1.104], [-2.037, 1.757, -0.503]], "forces_ev_per_a": [[-0.94, -1.66, -0.59], [-0.18, 2.77, -1.32], [1.28, 0.58, -1.25], [2.18, -0.54, 5.15], [-0.01, 0.42, -0.12], [-3.53, 2.98, -0.56], [2.17, -0.41, 2.26], [0.57, -0.68, -0.16], [-0.44, -1.29, -1.23], [0.53, -0.05, 1.02], [-0.25, -0.22, 0.39], [-1.21, -0.21, 0.38], [0.04, -0.10, 0.78], [-0.67, -0.83, -0.82], [0.13, 0.80, -2.19], [-1.88, -0.22, -1.05], [2.31, 1.10, 0.57], [-0.07, -2.42, -1.24]], "gap_ev": 9.1, "e_tot_ha": -323.122313, "lumo_ev": 1.05, "fmax_ha_per_bohr": 0.1092, "e_above_lowest_kj_mol": 483.69}